1.
Formula: C22H42Cl4F14HfNO14P2S2
Source: the OMol25 dataset
Level of theory: wB97M-V/def2-TZVPD

The molecular weight is 1256.93 g/mol. As for the gap between HOMO and LUMO: 3.54 eV. The value obtained for the energy is -6737.3743 hartree. Its HOMO energy is -11.1 eV.

Geometry as ORCA input:
```
! wB97M-V def2-TZVPD RIJCOSX def2/J DEFGRID3
* xyz 1 1
Hf -2.915 1.148 -2.048
P -0.274 -0.285 -0.661
F 0.020 -1.838 -1.118
F 1.109 0.242 -1.371
F -1.008 -0.177 -2.050
F -0.806 1.242 -0.489
F -1.749 -0.669 -0.087
F 0.469 -0.385 0.757
P -3.884 3.017 0.238
F -5.362 2.634 0.812
F -4.221 4.595 -0.070
F -3.183 3.281 1.706
F -2.486 3.126 -0.654
F -3.381 1.432 0.149
F -4.610 2.562 -1.161
N -3.974 -0.779 -1.609
S -5.146 -1.339 -0.783
O -4.772 -1.519 0.639
O -6.411 -1.870 -1.306
F -5.673 0.185 -0.724
S -3.680 -2.504 -1.871
O -4.491 -3.090 -2.909
O -3.190 -3.401 -0.843
F -2.351 -2.196 -2.686
Cl 1.972 -4.954 1.262
C 0.504 -4.046 1.706
C -0.701 -4.628 1.074
Cl -0.975 -6.127 1.897
H 0.608 -3.022 1.346
H 0.470 -3.806 2.769
H -0.506 -4.873 0.030
H -1.532 -3.938 1.221
Cl 2.574 -4.388 -4.541
C 1.440 -4.293 -3.170
C -0.042 -4.209 -3.622
Cl -0.266 -2.525 -4.337
H 1.614 -3.435 -2.520
H 1.651 -5.139 -2.515
H -0.761 -4.098 -2.810
H -0.315 -5.041 -4.271
C 1.013 2.974 1.448
O 1.953 3.775 2.173
C 2.331 5.046 1.648
C 3.566 5.529 2.395
O 3.524 5.481 3.789
C 4.617 6.129 4.411
H 0.112 3.572 1.310
H 0.809 2.128 2.104
H 1.372 2.644 0.473
H 1.492 5.724 1.799
H 2.541 4.970 0.581
H 3.770 6.561 2.111
H 4.333 4.847 2.029
H 4.628 7.197 4.193
H 5.565 5.787 3.996
H 4.583 6.077 5.500
C 0.057 3.049 -2.605
O -0.935 2.096 -3.042
C -0.457 1.456 -4.238
C -1.533 0.708 -5.049
O -2.582 0.170 -4.242
C -3.287 -0.786 -5.062
H -0.291 3.504 -1.678
H 0.099 3.867 -3.324
H 1.020 2.549 -2.499
H 0.293 0.726 -3.930
H 0.087 2.145 -4.883
H -0.964 -0.013 -5.637
H -1.933 1.516 -5.661
H -4.076 -1.259 -4.478
H -2.669 -1.644 -5.325
H -3.664 -0.305 -5.965
C 4.836 1.721 0.529
O 4.843 0.329 0.753
C 3.682 -0.419 0.523
C 4.101 -1.853 0.071
O 4.358 -1.865 -1.339
C 4.873 -3.109 -1.879
H 5.862 2.088 0.542
H 4.226 2.278 1.241
H 4.418 1.886 -0.464
H 3.087 0.034 -0.271
H 3.092 -0.464 1.438
H 3.195 -2.410 0.307
H 5.025 -2.213 0.524
H 4.946 -2.966 -2.957
H 4.246 -3.977 -1.676
H 5.902 -3.360 -1.619
C -1.546 -1.469 3.462
C -1.720 -0.204 3.881
C -2.193 0.236 5.221
O -2.264 1.345 5.715
C -2.690 -0.858 6.034
C -2.597 -2.183 5.618
C -1.864 -2.601 4.407
O -1.766 -3.767 4.069
O -3.199 -3.215 6.301
O -1.339 0.762 3.037
H -1.207 -1.677 2.457
H -3.091 -0.742 7.030
H -3.041 -4.042 5.840
H -1.319 1.611 3.483
*
```

Atomic partial charges in e from the Löwdin method, atoms 1 to 6: Hf 2.31; P 0.24; F -0.13; F -0.12; F -0.22; F -0.17



2.
Formula: C22H42ClN2O2P
Source: the OMol25 dataset
Level of theory: wB97M-V/def2-TZVPD

The value obtained for the relative energy (zero: lowest compared OMol25 entry of this formula, charge and spin) is 119.81 kJ/mol. The molecular weight is 433.02 g/mol. As for the gap between HOMO and LUMO: 9.00 eV. The value obtained for the energy is -1924.8456 hartree. Its HOMO energy is -8.3 eV.

Geometry as ORCA input:
```
! wB97M-V def2-TZVPD RIJCOSX def2/J DEFGRID3
* xyz 0 1
C -0.882 -3.311 -0.762
C -0.267 -2.495 0.104
C 1.245 -2.415 0.351
C 1.874 -0.994 0.093
C 3.076 -0.901 1.042
N 3.941 -0.803 1.761
C 0.929 0.208 0.440
Cl -0.094 0.748 -0.948
C 1.626 1.457 1.074
C 0.522 2.584 1.238
C 2.489 -0.985 -1.357
C 1.574 -1.593 -2.407
N 0.895 -1.842 -3.279
P 3.189 0.678 -1.926
C 5.057 0.466 -1.785
C 5.556 -0.749 -2.687
C 2.891 0.951 -3.746
C 1.694 1.965 -3.977
H -1.774 -2.921 -1.280
H -0.502 -4.333 -0.907
H -0.902 -1.827 0.717
H 1.734 -3.211 -0.249
H 1.472 -2.668 1.414
H 0.225 -0.160 1.216
H 2.411 1.906 0.446
H 1.976 1.273 2.110
H 0.802 3.232 2.096
H 0.398 3.198 0.333
H -0.450 2.125 1.523
H 3.362 -1.681 -1.323
H 5.583 1.402 -2.033
H 5.258 0.163 -0.740
H 5.803 -1.626 -2.054
H 6.441 -0.483 -3.294
H 4.746 -1.072 -3.370
H 2.790 0.032 -4.353
H 3.795 1.481 -4.125
H 1.424 2.500 -3.049
H 0.857 1.402 -4.425
H 2.042 2.741 -4.693
C -4.904 3.334 -0.885
C -4.157 4.636 -1.118
O -2.750 4.517 -0.992
C -2.116 3.613 -1.883
C -2.312 3.961 -3.348
H -4.674 2.934 0.105
H -5.981 3.496 -0.957
H -4.633 2.571 -1.617
H -4.469 5.362 -0.365
H -4.416 5.067 -2.090
H -2.441 2.588 -1.675
H -1.050 3.652 -1.650
H -3.363 3.931 -3.639
H -1.769 3.255 -3.980
H -1.945 4.968 -3.553
C -3.952 -3.815 4.605
C -2.755 -4.036 3.694
O -1.892 -2.914 3.605
C -1.301 -2.477 4.818
C -0.441 -3.532 5.493
H -4.532 -2.953 4.270
H -4.596 -4.696 4.603
H -3.651 -3.627 5.637
H -3.113 -4.226 2.681
H -2.192 -4.925 3.996
H -2.071 -2.103 5.502
H -0.674 -1.621 4.560
H -1.020 -4.411 5.780
H 0.018 -3.125 6.396
H 0.351 -3.867 4.820
*
```

Atomic partial charges in e from the natural (NBO) method, atoms 1 to 6: C -0.38; C -0.19; C -0.44; C -0.13; C 0.31; N -0.32



3.
Formula: C22H42FN2O9P
Source: the OMol25 dataset
Level of theory: wB97M-V/def2-TZVPD

The molecular weight is 528.56 g/mol. As for the gap between HOMO and LUMO: 9.17 eV. The value obtained for the energy is -2091.2013 hartree. Its HOMO energy is -8.5 eV.

Geometry as ORCA input:
```
! wB97M-V def2-TZVPD RIJCOSX def2/J DEFGRID3
* xyz 0 1
C 4.103 -0.750 1.602
C 4.671 -0.337 0.249
F 5.316 -1.414 -0.349
N 3.671 0.161 -0.721
P 2.577 -1.013 -1.354
N 1.373 -1.506 -0.509
C 3.172 1.403 -0.332
O 3.877 2.311 0.016
O 1.826 1.503 -0.454
C 1.161 2.099 0.651
O 0.767 1.158 1.591
C -0.284 0.329 1.253
C -0.609 -0.630 2.208
C -1.637 -1.532 1.967
C -2.351 -1.485 0.769
C -2.030 -0.512 -0.169
C -0.997 0.394 0.061
H 4.490 -1.736 1.855
H 4.443 -0.051 2.364
H 3.016 -0.790 1.592
H 5.409 0.456 0.353
H 2.239 -0.343 -2.531
H 3.467 -2.024 -1.719
H 1.386 -2.502 -0.332
H 0.311 2.657 0.258
H 1.829 2.792 1.157
H -0.053 -0.666 3.136
H -1.883 -2.274 2.714
H -3.140 -2.201 0.578
H -2.563 -0.460 -1.109
H -0.762 1.119 -0.705
C -0.341 -6.706 -5.449
O -0.906 -5.418 -5.546
C -1.406 -4.870 -4.343
C -0.884 -3.479 -4.054
O 0.500 -3.381 -3.774
C 1.448 -3.637 -4.792
C 1.485 -2.643 -5.934
O 0.317 -2.658 -6.727
C -0.283 -1.404 -6.961
H -1.089 -7.483 -5.642
H 0.442 -6.787 -6.204
H 0.107 -6.879 -4.466
H -1.190 -5.527 -3.494
H -2.497 -4.790 -4.425
H -1.367 -3.158 -3.128
H -1.189 -2.778 -4.834
H 1.381 -4.662 -5.162
H 2.415 -3.547 -4.286
H 2.340 -2.916 -6.568
H 1.672 -1.639 -5.536
H -0.138 -0.721 -6.119
H -1.354 -1.565 -7.091
H 0.109 -0.938 -7.871
C -3.644 4.057 2.347
O -2.952 3.338 3.341
C -1.624 2.965 3.023
C -0.622 3.365 4.082
O -0.423 4.756 4.258
C -1.451 5.547 4.822
C -1.731 5.314 6.291
O -2.267 4.034 6.560
C -1.627 3.300 7.577
H -4.202 3.384 1.687
H -4.353 4.721 2.844
H -2.966 4.668 1.742
H -1.321 3.377 2.053
H -1.589 1.875 2.937
H 0.346 2.988 3.740
H -0.842 2.865 5.029
H -2.370 5.499 4.234
H -1.075 6.570 4.747
H -2.463 6.071 6.603
H -0.813 5.480 6.866
H -0.557 3.526 7.628
H -1.742 2.240 7.349
H -2.079 3.493 8.555
*
```

Atomic partial charges in e from the Löwdin method, atoms 1 to 6: C 0.00; C -0.37; F -0.03; N -0.12; P 0.76; N -0.21



Copy entry 3 word for word.
Formula: C22H42FN2O9P
Source: the OMol25 dataset
Level of theory: wB97M-V/def2-TZVPD

The molecular weight is 528.56 g/mol. As for the gap between HOMO and LUMO: 9.17 eV. The value obtained for the energy is -2091.2013 hartree. Its HOMO energy is -8.5 eV.

Geometry as ORCA input:
```
! wB97M-V def2-TZVPD RIJCOSX def2/J DEFGRID3
* xyz 0 1
C 4.103 -0.750 1.602
C 4.671 -0.337 0.249
F 5.316 -1.414 -0.349
N 3.671 0.161 -0.721
P 2.577 -1.013 -1.354
N 1.373 -1.506 -0.509
C 3.172 1.403 -0.332
O 3.877 2.311 0.016
O 1.826 1.503 -0.454
C 1.161 2.099 0.651
O 0.767 1.158 1.591
C -0.284 0.329 1.253
C -0.609 -0.630 2.208
C -1.637 -1.532 1.967
C -2.351 -1.485 0.769
C -2.030 -0.512 -0.169
C -0.997 0.394 0.061
H 4.490 -1.736 1.855
H 4.443 -0.051 2.364
H 3.016 -0.790 1.592
H 5.409 0.456 0.353
H 2.239 -0.343 -2.531
H 3.467 -2.024 -1.719
H 1.386 -2.502 -0.332
H 0.311 2.657 0.258
H 1.829 2.792 1.157
H -0.053 -0.666 3.136
H -1.883 -2.274 2.714
H -3.140 -2.201 0.578
H -2.563 -0.460 -1.109
H -0.762 1.119 -0.705
C -0.341 -6.706 -5.449
O -0.906 -5.418 -5.546
C -1.406 -4.870 -4.343
C -0.884 -3.479 -4.054
O 0.500 -3.381 -3.774
C 1.448 -3.637 -4.792
C 1.485 -2.643 -5.934
O 0.317 -2.658 -6.727
C -0.283 -1.404 -6.961
H -1.089 -7.483 -5.642
H 0.442 -6.787 -6.204
H 0.107 -6.879 -4.466
H -1.190 -5.527 -3.494
H -2.497 -4.790 -4.425
H -1.367 -3.158 -3.128
H -1.189 -2.778 -4.834
H 1.381 -4.662 -5.162
H 2.415 -3.547 -4.286
H 2.340 -2.916 -6.568
H 1.672 -1.639 -5.536
H -0.138 -0.721 -6.119
H -1.354 -1.565 -7.091
H 0.109 -0.938 -7.871
C -3.644 4.057 2.347
O -2.952 3.338 3.341
C -1.624 2.965 3.023
C -0.622 3.365 4.082
O -0.423 4.756 4.258
C -1.451 5.547 4.822
C -1.731 5.314 6.291
O -2.267 4.034 6.560
C -1.627 3.300 7.577
H -4.202 3.384 1.687
H -4.353 4.721 2.844
H -2.966 4.668 1.742
H -1.321 3.377 2.053
H -1.589 1.875 2.937
H 0.346 2.988 3.740
H -0.842 2.865 5.029
H -2.370 5.499 4.234
H -1.075 6.570 4.747
H -2.463 6.071 6.603
H -0.813 5.480 6.866
H -0.557 3.526 7.628
H -1.742 2.240 7.349
H -2.079 3.493 8.555
*
```

Atomic partial charges in e from the Löwdin method, atoms 1 to 6: C 0.00; C -0.37; F -0.03; N -0.12; P 0.76; N -0.21



- Number 3 is which compound?
  C22H42FN2O9P